DFT (wB97M-V/def2-TZVPD) results for a 3-piece molecular cluster, FH3S overall.

```
5
Properties=species:S:1:pos:R:3:nbo_charge:R:1
H 1.975 0.137 0.560 0.560
H -2.114 1.034 0.547 0.066
H -2.721 2.194 -0.312 0.125
F 2.670 0.095 -0.051 -0.560
S -1.323 -0.264 -0.021 -0.191
```

Kohn-Sham gap ... 5.9 eV
Relative energy (zero: lowest compared OMol25 entry of this formula, charge and spin) ... 138.4 kcal/mol
Lowest unoccupied orbital energy ... -0.150 Ha
Max |F| ... 3.69 eV/Å
Net charge ... 0

DFT (wB97M-V/def2-TZVPD) results for a 2-piece molecular cluster, C6H13NO overall.

```
21
Properties=species:S:1:pos:R:3:nbo_charge:R:1
C -0.635 -1.295 -2.091 -0.420
N -0.960 -1.142 -0.618 -0.656
C -1.340 0.230 -0.440 0.105
C -2.639 0.530 -0.883 -0.674
C 1.984 1.773 0.571 -0.649
C 0.863 0.902 0.048 -0.379
C -0.441 1.081 0.258 -0.379
H -1.511 -1.641 -2.639 0.181
H 0.248 -1.936 -2.053 0.171
H -0.360 -0.385 -2.661 0.180
H -0.127 -1.492 -0.018 0.334
H -3.072 1.533 -1.008 0.168
H -3.358 -0.098 -1.464 0.171
H 2.331 1.390 1.622 0.179
H 3.008 1.901 0.141 0.197
H 1.639 2.756 0.855 0.177
H 1.216 0.304 -0.851 0.165
H -0.713 1.823 1.050 0.184
H 1.395 -1.261 3.208 0.475
H 1.966 -1.698 1.718 0.465
O 2.163 -1.567 2.707 -0.994
```

Kohn-Sham gap (alpha / beta) ... 3.7 / 6.7 eV
Relative energy (zero: lowest compared OMol25 entry of this formula, charge and spin) ... 63.9 kcal/mol
Multiplicity ... 2
Lowest unoccupied orbital energy (alpha / beta) ... 0.147 / 0.140 Ha
Max |F| ... 5.43 eV/Å
Net charge ... -1